# 1
{
  "formula": "C21H34BrClN4O8P2S2",
  "method": "ωB97M-V with the def2-TZVPD basis set",
  "species": ["Br", "Cl", "S", "S", "P", "P", "O", "O", "O", "O", "O", "O", "O", "O", "N", "N", "N", "N", "C", "C", "C", "C", "C", "C", "C", "C", "C", "C", "C", "C", "C", "C", "C", "C", "C", "C", "C", "C", "C", "H", "H", "H", "H", "H", "H", "H", "H", "H", "H", "H", "H", "H", "H", "H", "H", "H", "H", "H", "H", "H", "H", "H", "H", "H", "H", "H", "H", "H", "H", "H", "H", "H", "H"],
  "positions_angstrom": [[1.9192, 2.1551, 4.0370], [-1.6306, 0.9925, -1.8597], [2.8802, 0.2909, -0.5103], [-1.8420, -3.1322, 0.3820], [3.0012, 2.9957, 0.6399], [1.9975, 0.6314, 2.3195], [-2.4273, -3.3273, 4.2370], [-1.9541, -4.9177, -1.9844], [-3.0358, 1.2472, 1.3453], [0.5823, 2.8029, -0.8823], [2.3786, 0.6831, -2.0396], [4.3523, 0.6712, -0.4340], [2.7854, -1.1462, -0.1138], [3.5784, -0.0610, 2.5386], [-0.3572, -1.1094, -3.8601], [2.4556, 4.2599, 1.4441], [0.0089, -5.0339, -0.9849], [0.0733, -5.8959, -2.0130], [-0.0171, 0.4966, -1.0365], [0.0069, 4.0687, -0.6187], [-0.3253, -0.9014, -0.3149], [-2.1021, 2.3484, 1.0536], [-2.4086, 3.4844, 2.1881], [-1.2722, -4.3528, -0.8778], [-1.8244, -1.4730, -0.5338], [0.9816, 0.4195, -2.2960], [-0.4918, -2.2864, -4.6337], [0.8922, 5.2103, -1.3827], [0.6470, -3.3139, -4.6847], [-2.6959, -4.6410, 4.7116], [1.8975, 1.4482, 0.6195], [-0.5909, 1.8524, 1.2437], [-1.7546, -5.6355, 4.0613], [2.0328, -3.1765, -3.9708], [0.9909, 6.5630, -0.4825], [2.1185, -1.8458, -3.1283], [0.3768, 1.7074, 0.0142], [-1.2016, -5.8638, -2.7158], [0.8617, -0.9552, -3.1632], [-1.4529, -2.5121, -5.2134], [0.4756, -4.2660, -5.3018], [-3.4715, 1.4850, 2.1986], [-1.8687, -5.6221, 2.9733], [-2.0513, -1.7539, -1.6208], [-1.0365, 4.1302, -1.1224], [0.3420, 5.4818, -2.3554], [-0.7147, -5.3761, 4.2758], [-0.1794, -0.8861, 0.8342], [-0.7265, 0.8852, 1.8662], [3.2796, 3.3118, -0.7483], [-2.5637, -4.6417, 5.7956], [-3.7393, -4.8882, 4.4909], [3.4714, -0.5234, 3.4119], [-1.8961, 4.4473, 1.8014], [-2.3399, 2.8455, 0.0582], [0.6360, 1.2412, -3.0336], [4.2551, 2.6104, 1.2629], [-1.9471, -6.6489, 4.4220], [-3.5248, 3.6542, 2.3474], [-2.6373, -0.8576, -0.0267], [1.5268, 3.9988, 1.8013], [0.3649, -1.7693, -0.6501], [2.0519, 7.0160, -0.5050], [0.2913, 7.3852, -0.8962], [-1.4851, -6.4874, -3.6184], [-0.0939, 4.4268, 0.4550], [-1.8382, 3.1962, 3.1411], [0.7607, 6.3753, 0.6246], [3.0922, -1.6585, -2.5799], [-2.5550, -3.3324, 3.2792], [-0.1164, 2.5979, 1.9939], [1.9321, 4.8121, -1.6342], [2.8713, -3.9372, -4.0410]],
  "energy_ha": -6154.40424,
  "molar_mass_g_mol": 711.96,
  "orbital_gap_ha": 0.3006,
  "lumo_ha": -0.0208
}

# 2
{
  "formula": "C21H34Cl2LaOP3",
  "method": "ωB97M-V with the def2-TZVPD basis set",
  "species": ["La", "Cl", "Cl", "P", "P", "P", "O", "C", "C", "C", "C", "C", "C", "C", "C", "C", "C", "C", "C", "C", "C", "C", "C", "C", "C", "C", "C", "C", "H", "H", "H", "H", "H", "H", "H", "H", "H", "H", "H", "H", "H", "H", "H", "H", "H", "H", "H", "H", "H", "H", "H", "H", "H", "H", "H", "H", "H", "H", "H", "H", "H", "H"],
  "positions_angstrom": [[-0.2469, -0.1353, -3.0196], [-2.7160, -0.3696, -2.0363], [-1.5309, 0.1711, -5.0875], [-0.1798, 2.3824, -1.3174], [0.0825, -2.5572, -1.0922], [0.8250, 0.1643, 1.6180], [1.9138, -0.1504, -4.5221], [0.3437, -1.2669, 2.6834], [1.2285, -3.5716, -0.0754], [-1.4195, -2.8334, 3.2829], [-2.1604, 2.6832, 2.8481], [0.8534, 3.6337, -0.4843], [-0.9987, -1.6830, 2.6124], [1.2548, -2.0239, 3.4427], [-0.0405, 1.5522, 2.4792], [-1.4728, -3.3355, -0.5516], [0.2812, -3.4263, -2.7375], [1.2320, -0.1447, -5.4976], [0.8216, -3.1722, 4.1123], [0.6130, 2.5811, 3.1774], [-1.4366, 1.6264, 2.3018], [-1.8207, 3.0677, -0.9543], [-1.5057, 3.7045, 3.5448], [-0.0072, 2.9307, -3.0954], [-0.5063, -3.5833, 4.0313], [-0.1181, 3.6480, 3.7023], [1.2807, -0.1513, -6.9514], [2.5295, 0.4391, 2.2497], [-2.0305, 3.0086, 0.1145], [1.0781, -3.3498, 1.0047], [1.0724, -4.6391, -0.2490], [-1.4523, -4.4131, -0.7204], [-1.8797, 4.1077, -1.2716], [1.5478, -3.7420, 4.6991], [0.0786, -4.4930, -2.5670], [-2.5873, 2.4809, -1.4620], [-0.2782, 3.9922, -3.0935], [0.5826, 4.6369, -0.8119], [1.3153, -3.3013, -3.1104], [2.9239, 1.3778, 1.8384], [-1.6369, -3.1426, 0.5123], [1.0321, 2.8179, -3.4534], [2.5077, 0.4913, 3.3544], [1.9170, 3.4496, -0.7242], [-1.9682, 0.8601, 1.7319], [0.7416, 3.5648, 0.6172], [0.7875, -1.0639, -7.3350], [2.2923, -1.7064, 3.5311], [-0.6970, 2.3959, -3.7928], [-2.0659, 4.5363, 3.9657], [2.3507, -0.1190, -7.2053], [-2.2990, -2.8795, -1.1016], [0.7328, 0.7273, -7.3573], [-0.4402, -3.0326, -3.4892], [-0.8313, -4.4828, 4.5568], [0.4125, 4.4386, 4.2366], [1.6926, 2.5410, 3.3328], [-2.4614, -3.1472, 3.2232], [2.2715, -3.3052, -0.3367], [-3.2456, 2.7192, 2.7291], [-1.7312, -1.1114, 2.0390], [3.1678, -0.3967, 1.9309]],
  "total_charge": 2,
  "energy_ha": -2871.33539,
  "molar_mass_g_mol": 605.24,
  "orbital_gap_ha": [0.1359, 0.0784],
  "lumo_ha": [-0.3464, -0.3839]
}

# 3
{
  "formula": "C21H34N2O5S2Si3Yb",
  "method": "ωB97M-V with the def2-TZVPD basis set",
  "species": ["Yb", "S", "S", "Si", "Si", "Si", "O", "O", "O", "O", "O", "N", "N", "C", "C", "C", "C", "C", "C", "C", "C", "C", "C", "C", "C", "C", "C", "C", "C", "C", "C", "C", "C", "C", "H", "H", "H", "H", "H", "H", "H", "H", "H", "H", "H", "H", "H", "H", "H", "H", "H", "H", "H", "H", "H", "H", "H", "H", "H", "H", "H", "H", "H", "H", "H", "H", "H", "H"],
  "positions_angstrom": [[-0.1556, -0.5013, 0.1054], [-2.0617, -2.1756, -0.8133], [1.0053, -2.9484, 0.3332], [-2.3888, 1.3412, 1.8051], [-3.4290, 1.1135, -1.1920], [-0.8472, 2.7180, -0.5846], [3.8053, 0.3518, 1.4938], [4.5634, 0.3481, 3.9297], [3.6138, -0.0269, 5.8942], [1.9885, -0.1112, 0.3103], [0.6180, 2.1301, 0.0019], [0.2047, -1.0660, 3.8033], [0.5926, -0.7575, 2.5633], [-1.5794, -3.7889, -0.3119], [-4.2736, 2.8083, -1.5200], [1.8672, -0.3711, 2.6511], [1.1814, -0.8712, 4.6979], [-4.8541, -0.0127, -0.5891], [3.5552, -0.0180, 4.6824], [2.6242, -0.0198, 1.3841], [-2.5404, -4.7930, -0.3952], [-2.8111, 0.4350, -2.8781], [-2.8005, -0.4544, 2.4033], [2.2898, -0.4134, 4.0044], [-1.0921, 4.4935, 0.1026], [-0.2926, -4.1135, 0.1572], [-0.5854, 2.9506, -2.4730], [-1.9531, 1.3208, -0.0230], [-0.0309, -5.4363, 0.5127], [-0.9644, 2.0108, 2.9173], [-3.9219, 2.3896, 2.2986], [-0.9978, -6.4181, 0.4302], [-2.2664, -6.0934, -0.0238], [1.7846, 2.9118, 0.0292], [-3.0402, -6.8472, -0.0789], [1.0690, -1.0575, 5.7447], [0.1148, 3.7553, -2.6839], [-5.2964, 0.3465, 0.3343], [4.3396, 0.3382, 2.9259], [-3.7777, 3.4264, 2.0159], [-1.5117, 3.1886, -2.9803], [-3.5735, 3.5248, -1.9344], [1.6931, 3.7093, 0.7730], [-4.1259, 2.3630, 3.3644], [-0.3641, 5.1921, -0.3028], [-0.1876, 2.0462, -2.9257], [-1.7769, 0.0946, -2.7827], [-4.4913, -1.0208, -0.4266], [-0.7639, -7.4315, 0.7280], [-4.8077, 2.0352, 1.7851], [2.6337, 2.2801, 0.2888], [-2.1037, -1.1918, 1.9790], [-3.5190, -4.5182, -0.7573], [-2.8067, -0.5605, 3.4861], [-2.0799, 4.8681, -0.1413], [-0.9965, 4.5069, 1.1830], [-5.6435, -0.0602, -1.3348], [0.9618, -5.6717, 0.8718], [-1.0449, 3.0870, 3.0331], [-3.3932, -0.4249, -3.1899], [1.9731, 3.3617, -0.9480], [0.0015, 1.8111, 2.4620], [-4.6490, 3.2243, -0.5921], [-0.7322, -1.4134, 3.9609], [-0.9566, 1.5818, 3.9156], [-3.7883, -0.7273, 2.0508], [-5.1104, 2.7245, -2.2060], [-2.8502, 1.1685, -3.6772]],
  "total_charge": -1,
  "energy_ha": -4130.25499,
  "molar_mass_g_mol": 715.94,
  "spin_multiplicity": 2,
  "orbital_gap_ha": [0.2475, 0.2478],
  "s2": 0.75,
  "lumo_ha": [0.0877, 0.0877]
}

# 4
{
  "formula": "C21H34N4O4S",
  "method": "ωB97M-V with the def2-TZVPD basis set",
  "species": ["S", "O", "O", "O", "O", "N", "N", "N", "N", "C", "C", "C", "C", "C", "C", "C", "C", "C", "C", "C", "C", "C", "C", "C", "C", "C", "C", "C", "C", "C", "H", "H", "H", "H", "H", "H", "H", "H", "H", "H", "H", "H", "H", "H", "H", "H", "H", "H", "H", "H", "H", "H", "H", "H", "H", "H", "H", "H", "H", "H", "H", "H", "H", "H"],
  "positions_angstrom": [[-2.9907, 1.2402, 2.0892], [-6.7182, 0.1768, -0.0751], [-3.0936, 0.8960, 3.4758], [3.1676, 0.2821, 0.1786], [-2.9374, 2.6344, 1.7369], [-4.2880, 0.4848, 1.3044], [1.3053, 1.2437, -0.7002], [1.4472, -1.6399, -0.6171], [1.6006, -3.7764, -2.4902], [-5.5531, 0.6597, 1.9939], [1.1104, -2.4682, -2.8786], [2.9543, 3.3665, 1.7900], [-1.4691, -0.9674, 1.5320], [-6.6062, -0.1888, 1.2823], [-4.3946, 0.8818, -0.0833], [-0.7144, 1.0942, 0.5722], [1.9020, -2.9515, -0.2291], [3.9656, 3.8890, 0.7683], [0.4710, -0.9637, 0.0570], [3.5400, 2.3359, 2.7474], [4.5184, 2.8419, -0.1991], [-1.6236, 0.3925, 1.3379], [-0.4424, -1.6299, 0.8959], [2.6566, 1.1682, -0.4639], [1.7513, -1.3836, -2.0038], [-5.4882, 0.0380, -0.7428], [1.2720, -4.0402, -1.1010], [0.3486, 0.4460, -0.0356], [1.1222, -4.8193, -3.3694], [3.4576, 2.2647, -1.1418], [-5.1756, -1.0176, -0.7354], [1.3774, -2.2947, -3.9237], [2.5878, 4.2200, 2.3663], [1.7046, -3.1228, 0.8275], [-5.8594, 1.7160, 1.9805], [-4.6423, 1.9503, -0.1622], [1.6812, -5.0152, -0.8272], [1.3737, -0.4099, -2.3095], [3.9597, 1.7980, -1.9935], [3.7720, 1.4107, 2.2271], [2.8373, -1.4095, -2.1381], [-5.4101, 0.3394, 3.0253], [0.0247, -4.9172, -3.3587], [4.9682, 2.0184, 0.3556], [0.9496, 2.1302, -1.0316], [3.4991, 4.6916, 0.1891], [-0.3587, -2.6970, 1.0232], [-6.3296, -1.2506, 1.3603], [1.5587, -5.7687, -3.0635], [0.1772, -4.0636, -0.9435], [0.0088, -2.4021, -2.7849], [2.0941, 2.9291, 1.2801], [-7.5920, -0.0319, 1.7219], [-3.4297, 0.7030, -0.5616], [1.4414, -4.6014, -4.3875], [2.8221, 2.1073, 3.5317], [-0.8347, 2.1644, 0.4883], [-5.6603, 0.3625, -1.7704], [5.3022, 3.3119, -0.7973], [4.4478, 2.7168, 3.2108], [-2.1702, -1.4878, 2.1634], [2.8104, 3.0574, -1.5202], [2.9860, -2.9716, -0.3836], [4.8074, 4.3270, 1.3103]],
  "energy_ha": -1738.76211,
  "molar_mass_g_mol": 438.59,
  "orbital_gap_ha": 0.3069,
  "lumo_ha": 0.0174,
  "de_lowest_kj_mol": 101.0
}